# 1
C13H54N3O18 | ωB97M-V with the def2-TZVPD basis set

Maximum force ... 0.92 eV/Å
Lowest unoccupied orbital energy ... -4.002 eV
Orbital gap ... 8.20 eV
Total charge ... +1

```
88
Properties=species:S:1:pos:R:3:forces:R:3
O -2.649011 -0.709920 -3.040312 0.1 0.0 0.1
O 0.017103 -5.520376 0.417139 -0.1 0.1 0.0
O -2.636403 1.973216 -4.468446 -0.3 0.2 0.0
O -4.128208 -1.003805 -8.040218 -0.1 0.0 0.0
O 0.278036 1.049095 -5.377376 -0.1 0.0 0.2
O 1.001237 -2.508422 3.611583 -0.1 0.1 -0.1
O 1.202003 4.548453 5.383366 -0.1 0.3 -0.3
O -1.606259 4.151263 -2.445178 0.1 -0.1 0.0
O -1.063698 -1.563229 -1.709537 -0.2 0.0 -0.1
O -2.861974 -1.032313 0.957614 0.1 0.0 0.0
O 0.697472 -4.521911 -5.347799 0.0 0.0 0.1
O 1.686510 3.271514 7.995165 -0.1 0.3 -0.2
O -3.023887 -2.568597 -5.600349 -0.1 -0.1 0.3
O -1.884420 0.350962 4.540786 -0.1 -0.3 0.0
O -0.849895 4.323639 -5.344116 -0.1 0.0 0.1
O 2.237523 -5.054804 3.912677 0.1 0.0 0.0
O -3.072675 2.813494 3.841970 -0.1 0.1 0.0
O -0.237234 -1.758945 -5.674000 0.4 0.2 0.0
N 2.708961 3.548375 1.758944 0.0 0.0 0.0
N 0.605643 1.150812 6.112629 0.7 0.6 -0.3
N 3.010485 3.060863 0.572769 -0.1 0.0 0.1
C 0.987067 -2.825179 -1.500701 -0.2 0.2 -0.1
C 2.242157 1.460298 2.770483 -0.1 0.1 -0.1
C 2.523983 0.895123 1.528935 0.2 0.0 -0.1
C -1.710017 -0.523703 -2.304697 -0.2 0.0 -0.2
C 0.139398 -1.946815 -2.410516 0.5 0.0 0.1
C -1.251956 0.863299 -1.970476 0.1 -0.1 -0.1
C 1.077614 -2.297377 -0.067445 0.1 -0.3 -0.2
C 2.903302 1.759827 0.479167 0.1 -0.2 0.0
C 1.539567 -0.838912 0.015904 -0.1 -0.1 0.0
C 2.423886 -0.575120 1.245066 -0.6 0.2 0.1
C 2.339983 2.853307 2.824306 0.0 -0.2 0.2
C 1.834261 1.372240 5.327499 -0.6 -0.4 0.2
C 1.830863 0.638130 3.970286 0.6 0.2 0.1
H -2.762844 -1.020221 -0.000220 0.0 -0.1 0.1
H -3.419581 -0.477853 -8.423147 0.1 -0.1 0.0
H 2.503158 -0.219873 4.026021 -0.1 -0.1 -0.1
H 3.142673 1.351923 -0.493696 0.0 0.1 0.0
H -2.094224 1.396678 -1.531465 0.1 0.1 0.0
H 2.681100 1.067264 5.943089 0.1 -0.1 -0.2
H 0.094204 -2.405273 0.390478 0.1 0.1 0.2
H 1.938619 -1.058616 2.090424 0.2 -0.2 0.1
H -1.003735 1.338355 -2.914773 0.1 0.2 0.1
H 2.597440 -5.624606 4.599309 0.0 -0.1 0.0
H 3.419544 -1.005753 1.118633 0.0 0.0 0.0
H -2.991376 1.174841 -4.043008 0.2 -0.1 -0.1
H 2.495297 3.601227 7.592431 0.1 -0.1 0.1
H -2.319302 -0.383224 4.986197 0.0 0.0 0.0
H 1.348714 2.585109 7.396058 -0.1 -0.2 0.2
H -0.490905 1.563028 -5.107095 0.0 -0.1 -0.1
H -2.103233 3.577433 -3.042791 0.0 0.0 0.1
H 0.179822 -2.045956 3.810811 0.0 -0.1 0.0
H -2.714084 3.586835 3.397435 0.0 0.0 -0.1
H -0.552792 -2.671844 -5.727125 -0.2 0.1 -0.2
H 1.110707 -4.114905 -4.579419 0.1 0.0 0.0
H -0.393602 0.922960 -1.310627 0.0 -0.2 0.0
H -3.407679 2.446314 -4.803154 0.0 -0.1 -0.1
H -0.652380 4.348905 -6.285281 0.1 0.0 0.0
H 1.897225 2.443053 5.189972 0.1 0.0 0.2
H -3.035567 -2.112215 -4.750112 0.0 0.0 0.0
H -0.070949 0.149662 -5.475033 -0.1 0.0 0.0
H 0.835269 0.229723 3.787363 -0.1 0.1 -0.1
H 0.460394 -5.407959 -5.054240 0.0 0.0 -0.1
H -3.811213 3.151735 4.359571 0.0 0.0 0.0
H 0.577825 -1.746784 -6.188629 0.0 -0.2 0.0
H 2.647119 -4.197060 4.067838 0.0 0.0 0.1
H 0.729942 -3.384713 3.304940 0.1 0.0 0.1
H 2.047098 -0.558753 -0.910846 0.1 0.0 0.0
H -3.310308 -1.864452 1.138214 0.0 0.0 0.0
H -1.257601 3.463740 -5.192910 0.0 0.0 -0.1
H 0.696618 -1.047062 -2.694872 -0.1 0.1 0.0
H 0.590950 -3.841363 -1.502167 0.0 0.0 0.1
H 2.784060 4.556633 1.824134 0.0 0.0 -0.1
H 1.757185 -2.946323 0.489264 0.0 0.0 0.0
H 0.654348 -0.205270 0.100264 0.0 0.1 -0.1
H -3.713354 -2.138392 -6.120409 0.1 0.0 -0.2
H 0.680518 5.193652 4.893885 0.0 0.1 0.1
H -2.597937 0.828999 4.091850 0.2 0.2 0.0
H -0.134818 -2.446792 -3.337609 -0.1 0.0 0.0
H 0.357761 0.170526 6.089193 -0.1 0.0 0.2
H -0.753716 -5.058963 0.070324 0.0 0.0 0.0
H 2.141586 3.434733 3.717549 0.0 0.0 -0.1
H -0.346864 -6.305464 0.839511 0.1 0.0 0.0
H -4.688827 -1.244250 -8.784270 0.0 0.0 0.0
H -0.138657 1.658738 5.647676 -0.3 -0.3 0.1
H -0.961255 4.566919 -3.030818 -0.1 0.1 0.0
H 1.989036 -2.874345 -1.939134 0.0 0.0 0.0
H 1.057177 4.764817 6.315288 0.0 -0.3 0.1
```
Positions in Å, forces in eV/Å.

***

# 2
C13H5Cl40O3P | ωB97M-V with the def2-TZVPD basis set

Maximum force ... 2.38 eV/Å
Lowest unoccupied orbital energy ... 1.992 eV
Orbital gap ... 1.71 eV
Total charge ... -2

```
62
Properties=species:S:1:pos:R:3:forces:R:3
Cl 6.195993 1.540225 -8.946994 -0.1 0.0 0.0
Cl -0.552421 -6.532838 6.151299 0.0 0.0 0.0
Cl -2.034206 -4.205139 1.013056 0.1 0.0 0.0
Cl -0.050034 -2.239895 0.292844 0.2 -0.1 -0.1
Cl -0.921966 -8.487297 4.065366 0.0 -0.1 0.0
Cl -5.349553 1.296172 3.912289 0.0 -0.1 0.3
Cl -3.230432 1.694333 1.826004 0.1 1.2 -2.0
Cl 4.129386 -0.013872 -10.217535 0.0 -0.1 0.0
Cl 4.444072 -3.695942 -4.217056 0.0 -0.2 -0.3
Cl -1.954607 -5.820864 3.739894 -0.2 -0.2 0.1
Cl 2.157841 -1.360371 -1.905378 -0.1 0.1 0.0
Cl -9.178866 1.360347 6.444749 0.0 0.0 0.1
Cl -4.819376 3.157436 7.657193 0.0 0.0 0.0
Cl 5.088633 -2.305176 -6.664594 0.1 0.0 0.0
Cl 1.829921 3.325723 3.529790 0.0 0.0 0.0
Cl -1.496224 -1.941649 2.727612 0.0 -0.3 -0.1
Cl -3.102701 3.011352 4.500322 0.1 0.1 0.2
Cl 2.815936 -4.078251 -6.565593 0.0 0.0 -0.1
Cl 0.481273 -4.045697 2.479516 0.1 0.1 -0.2
Cl -3.129493 3.289696 9.986287 0.0 0.0 0.1
Cl 1.808849 2.856760 6.377049 0.0 0.0 0.1
Cl 11.603891 1.483424 -10.303076 0.0 0.0 0.0
Cl -2.517311 4.884515 7.667408 0.0 0.0 0.0
Cl 3.749447 0.971447 -7.541322 -0.1 0.0 0.1
Cl 5.017312 -1.135392 -2.207141 0.0 0.1 0.1
Cl -8.443071 1.085776 3.676799 -0.2 0.0 -0.1
Cl 10.944720 0.134958 -7.842396 0.0 0.0 0.0
Cl 3.816338 -0.932435 0.400988 0.0 0.0 0.1
Cl 9.278070 2.278727 -8.800060 0.1 0.1 0.0
Cl 9.305067 -0.249868 -10.178103 0.0 0.0 0.0
Cl 0.037740 1.372996 4.646277 0.2 0.0 0.0
Cl -3.173408 -7.620523 5.643387 0.0 0.0 0.0
Cl 2.879334 0.858799 4.590082 0.1 -0.1 0.0
Cl -11.216608 0.906509 4.455383 -0.1 0.0 0.0
Cl 3.842999 -3.480366 -0.950113 0.1 0.0 0.1
Cl 2.746038 -1.571319 -5.151268 0.0 0.0 -0.2
Cl -9.379008 -1.204296 5.147178 0.0 -0.1 0.0
Cl -2.731451 0.094530 4.462330 -0.3 0.2 0.4
Cl 3.736840 2.806503 -9.763862 0.0 0.0 0.0
Cl -4.808467 5.530994 9.292860 0.0 0.1 0.1
P -1.454340 1.232178 -0.595632 1.6 -1.1 1.3
O -3.622346 3.034126 -2.515711 0.1 0.2 -0.3
O -2.027817 -0.030518 -1.511467 0.0 0.1 -0.8
O -4.803788 1.513775 -1.358308 -0.1 -0.1 0.0
C -0.097860 1.946521 -1.657200 -1.0 0.3 -0.7
C -1.655491 -7.102550 4.891172 0.0 0.1 0.0
C 3.702033 -1.722816 -1.167926 0.0 0.0 0.1
C -9.543683 0.541139 4.918135 0.1 0.0 0.0
C 1.621118 2.098163 4.777996 -0.1 0.0 -0.1
C -3.836893 2.280625 -1.530609 -0.3 0.0 0.1
C 3.770271 -2.908267 -5.646519 0.0 0.0 0.0
C 10.281204 0.909977 -9.280314 0.0 0.0 0.0
C -0.775571 -3.103253 1.629783 -0.1 0.2 0.2
C -2.761306 2.353430 -0.434273 -0.4 -0.2 0.0
C 4.445672 1.328033 -9.109891 0.0 0.0 0.0
C -3.599227 1.528024 3.643471 -0.1 -0.5 0.7
C -3.821480 4.209512 8.639061 0.0 -0.1 -0.1
H -2.303376 3.340292 -0.509715 0.0 0.3 0.6
H -1.800961 -0.833794 -1.050743 -0.1 -0.2 0.2
H 0.207970 2.854796 -1.144753 0.2 0.1 0.1
H 0.741111 1.269260 -1.783021 0.1 -0.2 0.2
H -0.485717 2.241317 -2.635018 0.0 0.0 -0.2
```
Positions in Å, forces in eV/Å.

***

# 3
C13H6Cl4FN3 | ωB97M-V with the def2-TZVPD basis set

Maximum force ... 4.48 eV/Å
Lowest unoccupied orbital energy ... -0.840 eV
Orbital gap ... 8.55 eV

```
27
Properties=species:S:1:pos:R:3:forces:R:3
Cl 0.558225 -0.490343 4.479683 1.2 -1.3 0.1
Cl -4.419076 3.041863 -1.818649 1.0 -0.2 0.6
Cl -1.502263 -2.229804 3.111155 1.5 1.2 -0.4
Cl -1.423029 0.657425 3.216964 -1.7 1.4 -0.9
F -1.389807 3.509577 -2.254905 0.0 -0.3 1.0
N 1.660261 -1.179176 1.795572 -1.2 0.0 0.4
N 0.096295 -0.287345 0.420405 -0.4 0.0 1.3
N 1.352237 -0.598989 -1.708177 -1.5 0.2 0.5
C 2.456549 -1.131613 -2.263894 -1.5 1.7 -0.5
C -0.713258 1.669899 -0.732587 0.6 3.1 -2.3
C 2.115919 -1.287139 0.492504 -0.7 1.0 -0.3
C -2.310235 0.272433 0.214111 -0.5 -0.1 0.5
C -1.719555 2.624644 -1.300756 1.5 -3.2 0.9
C -0.373588 -0.685062 2.996394 -1.2 -0.2 1.4
C -3.260837 1.152059 -0.258142 0.2 -1.4 0.4
C 3.444945 -1.643889 -1.515420 1.0 -0.9 4.3
C -3.022803 2.282307 -1.013534 -0.7 0.7 -1.0
C 0.449019 -0.625384 1.770525 3.0 -1.7 -2.7
C -0.977564 0.571672 0.033465 -0.1 0.1 -0.8
C 3.314868 -1.719957 -0.062299 -0.8 0.2 -2.2
C 1.158012 -0.707909 -0.384273 1.4 -0.5 -0.9
H 4.083093 -2.123629 0.557707 0.5 -0.2 0.2
H 2.592003 -0.981678 -3.351658 -0.3 -0.2 0.7
H -2.658400 -0.638718 0.701257 0.3 0.2 -0.1
H 4.371910 -1.954790 -1.919129 0.7 -0.4 -0.5
H 0.331593 1.785643 -1.078695 -0.7 0.3 0.3
H -4.214516 0.717906 -0.127626 -1.4 0.5 -0.1
```
Positions in Å, forces in eV/Å.

***

> Number 1 is which compound?

C13H54N3O18

***

> Among the records above, which one has the lowest orbital gap?

C13H5Cl40O3P

***

> What is the formula in the second record?

C13H5Cl40O3P